1) C6H14O2 | ωB97M-V/def2-TZVPD

Atoms and positions in Å:
C 0.498 -1.239 2.178
C 0.916 -1.146 0.934
C 0.297 -0.986 -0.391
C 1.025 -1.066 -1.486
C -1.166 -0.774 -0.463
C -1.630 0.403 -1.272
H 0.893 -1.584 3.109
H -0.548 -0.745 2.446
H 2.013 -1.085 0.722
H 2.023 -1.350 -1.603
H 0.714 -0.620 -2.406
H -1.659 -1.753 -0.962
H -1.512 -0.672 0.578
H -1.333 0.438 -2.445
H -1.200 1.422 -0.800
H -2.654 0.526 -1.191
O -0.088 1.492 1.664
H -0.040 0.910 2.522
H 0.466 2.225 1.892
O 1.266 1.994 -0.747
H 0.578 1.288 -0.590
H 1.142 2.324 -1.689

HOMO (eV): -8.682
Structure (SMILES): C=CC(=C)CC.O.O

---

2) C6H14O2 | ωB97M-V/def2-TZVPD

Atoms and positions in Å:
C 1.844 -1.458 -0.276
C 0.774 -0.687 -0.193
C -0.624 -1.083 0.079
C -1.074 -2.318 -0.115
C -1.463 0.018 0.716
C -1.806 1.018 -0.422
H 2.836 -1.024 -0.180
H 1.825 -2.536 -0.338
H 1.007 0.359 -0.115
H -0.434 -3.093 -0.506
H -2.156 -2.477 -0.116
H -2.373 -0.486 1.075
H -0.959 0.474 1.570
H -2.870 1.221 -0.512
H -1.430 0.689 -1.391
H -1.429 2.014 -0.142
O 1.009 2.017 2.237
H 0.666 1.127 2.160
H 0.632 2.325 1.411
O 2.067 1.652 -1.836
H 1.895 0.775 -2.200
H 2.064 1.472 -0.906

HOMO (eV): -9.251
Structure (SMILES): C=CC(=C)CC.O.O

---

3) C6H14O2 | ωB97M-V/def2-TZVPD

Atoms and positions in Å:
C 0.196 2.212 0.104
C 1.481 1.178 -0.188
C 1.003 -0.312 0.080
C 1.869 -1.645 -0.250
C -1.203 -1.363 0.118
C -2.347 -0.383 0.331
H 0.739 3.299 0.145
H -0.626 1.996 -0.971
H -0.281 2.269 1.260
H 1.561 1.258 -1.223
H 2.456 1.624 0.424
H 0.600 -0.401 0.996
H 2.198 -1.924 -1.366
H 2.787 -1.261 0.289
H 1.311 -2.465 0.381
H -1.589 -2.202 -0.625
H -0.592 -1.621 1.242
H -3.091 -1.080 0.623
H -1.905 0.267 1.089
H -1.691 0.482 -1.208
O -0.274 -0.431 -0.621
O -2.603 0.502 -0.630

HOMO (eV): -9.451

---

4) C6H14O2 | ωB97M-V/def2-TZVPD

Atoms and positions in Å:
C -0.871 1.410 -0.393
C -0.814 -0.671 -1.451
C 1.129 0.796 0.693
C 1.285 -1.093 -0.659
C -1.681 -1.354 -0.449
C 0.800 0.250 2.064
O -0.836 0.675 -1.483
O -0.800 2.750 -0.600
H -0.163 2.925 -1.306
H -1.520 1.129 0.425
H -0.731 -1.058 -2.457
H 0.971 1.871 0.662
H 2.174 0.688 0.423
H -1.670 -2.429 -0.629
H -1.334 -1.180 0.572
H 0.877 -2.066 -0.912
H 1.845 -0.684 -1.495
H 1.923 -1.276 0.198
H -2.725 -1.010 -0.508
H 1.385 0.758 2.843
H -0.252 0.387 2.318
H 1.010 -0.819 2.145

HOMO (eV): -7.062

---

How far above the most stable structure does each one sit? In hartree: 1) 0.0532; 2) 0.0000; 3) 0.1590; 4) 0.1817.

---

1) C6H14O2 | ωB97M-V/def2-TZVPD

Atoms and positions in Å:
C 2.523 0.667 0.100
C 1.165 0.796 -0.579
C 0.023 -0.123 0.088
C 0.216 -1.577 -0.335
O 0.034 0.009 1.497
C -1.306 0.469 -0.384
C -2.510 -0.450 0.119
O -1.468 1.777 0.082
H 3.261 1.266 -0.430
H 2.482 1.028 1.127
H 2.874 -0.365 0.107
H 1.241 0.509 -1.629
H 0.842 1.837 -0.537
H -0.017 -1.697 -1.389
H -0.431 -2.228 0.247
H 1.248 -1.884 -0.171
H 0.850 -0.376 1.830
H -1.335 0.518 -1.476
H -2.560 -1.371 -0.454
H -3.429 0.111 -0.027
H -2.399 -0.670 1.179
H -1.303 1.753 1.034

HOMO (eV): -9.690
Structure (SMILES): CC[C@@](C)(O)[C@@H](C)O

---

2) C6H14O2 | ωB97M-V/def2-TZVPD

Atoms and positions in Å:
C -1.139 1.711 -1.862
C -0.383 0.663 -1.299
C -0.453 0.442 0.206
C 0.301 1.077 1.087
C -1.853 -0.092 0.582
C -1.771 -1.689 0.562
H -1.348 1.964 -2.898
H -1.355 2.488 -1.199
H 0.512 0.179 -1.834
H 1.107 1.580 0.551
H 0.014 1.189 2.136
H -2.186 0.115 1.605
H -2.652 0.157 -0.143
H -0.939 -2.144 1.108
H -1.658 -2.105 -0.392
H -2.755 -2.164 1.046
O 1.288 -2.083 -0.378
H 0.970 -1.735 0.419
H 2.137 -2.532 -0.193
O 2.965 0.776 0.789
H 3.547 0.794 0.032
H 2.369 -0.004 0.815

HOMO (eV): -8.848
Structure (SMILES): C=CC(=C)CC.O.O

---

How far above the most stable structure does each one sit? In hartree: 1) 0.0000; 2) 0.1242.

---

1) C6H14O2 | ωB97M-V/def2-TZVPD

Atoms and positions in Å:
C 0.916 0.945 2.018
C -0.199 0.359 1.601
C -0.987 0.496 0.379
C -0.869 1.242 -0.714
C -1.873 1.190 -1.836
C -1.965 -0.128 -2.573
H 1.449 0.873 2.958
H 1.625 1.543 1.434
H -0.609 -0.334 2.335
H -1.854 -0.158 0.420
H 0.047 1.808 -0.887
H -2.876 1.420 -1.455
H -1.567 1.879 -2.615
H -2.492 0.125 -3.505
H -2.497 -1.043 -2.325
H -1.001 -0.532 -2.900
O 3.091 -0.379 0.563
H 2.447 -0.990 0.915
H 3.638 -0.110 1.307
O 2.111 -2.851 1.858
H 1.425 -2.226 2.072
H 2.042 -3.128 0.949

HOMO (eV): -8.737
Structure (SMILES): C=C/C=C/CC.O.O

---

2) C6H14O2 | ωB97M-V/def2-TZVPD

Atoms and positions in Å:
C 2.322 1.011 -0.443
C 0.886 0.507 -0.647
C -0.072 1.675 -0.389
C 0.577 -0.665 0.295
C -0.815 -1.241 0.047
C -0.921 -2.001 -1.247
O -0.775 -3.195 -1.342
H 2.382 1.797 0.309
H 2.769 1.384 -1.366
H 2.984 0.189 -0.153
H 0.799 0.176 -1.683
H 0.169 2.546 -0.994
H -1.111 1.402 -0.589
H -0.038 1.921 0.675
H 0.542 -0.291 1.317
H 1.327 -1.440 0.157
H -1.040 -1.974 0.803
H -1.640 -0.542 0.160
H -1.176 -1.454 -2.174
O -2.036 0.233 2.521
H -2.737 0.580 1.959
H -2.398 -0.617 2.785

HOMO (eV): -9.640
Structure (SMILES): CC(C)CCC=O.O

---

3) C6H14O2 | ωB97M-V/def2-TZVPD

Atoms and positions in Å:
C 1.369 -0.258 -1.760
O 1.208 0.850 -0.900
C 0.650 0.631 0.448
C 1.606 -0.148 1.350
C -0.808 0.133 0.375
C -1.037 -1.326 -0.015
C -1.693 1.047 -0.476
O -1.266 0.255 1.785
H 2.185 -0.037 -2.456
H 0.465 -0.394 -2.360
H 1.613 -1.179 -1.224
H 0.630 1.649 0.856
H 2.643 -0.032 1.021
H 1.388 -1.217 1.381
H 1.528 0.219 2.380
H -0.231 -2.019 0.238
H -1.902 -1.757 0.503
H -1.222 -1.475 -1.082
H -2.752 0.842 -0.287
H -1.500 0.915 -1.545
H -1.526 2.101 -0.228
H -1.348 1.198 1.996

HOMO (eV): -9.583
Structure (SMILES): CO[C@H](C)C(C)(C)O

---

4) C6H14O2 | ωB97M-V/def2-TZVPD

Atoms and positions in Å:
O -0.380 0.416 -0.534
C 1.042 0.373 -0.317
C 1.486 1.662 0.352
C 1.172 1.807 1.846
C -0.297 2.005 2.215
O -1.080 0.823 2.122
H -0.640 -0.398 -1.014
H 1.556 0.262 -1.291
H 1.310 -0.501 0.307
H 2.585 1.712 0.229
H 1.046 2.508 -0.209
H 1.550 0.923 2.395
H 1.723 2.693 2.215
H -0.361 2.323 3.273
H -0.728 2.812 1.593
H -1.083 0.572 1.175
C -1.764 -3.041 -2.923
C -1.203 -3.623 -1.863
H -1.194 -2.870 -3.844
H -2.811 -2.717 -2.905
H -0.156 -3.947 -1.881
H -1.772 -3.794 -0.942

HOMO (eV): -9.693
Structure (SMILES): OCCCCO.C=C

---

How far above the most stable structure does each one sit? In hartree: 1) 0.0622; 2) 0.0000; 3) 0.0098; 4) 0.0304.

---

1) C24H20BrClF4IN3O4Ti | ωB97M-V/def2-TZVPD

Atoms and positions in Å:
Ti -0.201 0.384 -1.146
C -0.667 2.169 -3.837
N -0.072 0.875 -3.529
C 1.263 0.768 -4.102
C -0.929 -0.223 -3.978
C -0.375 -1.574 -3.503
N 0.267 -1.411 -2.202
C 1.111 -2.377 -1.789
C 1.936 -2.125 -0.662
F 1.794 -0.942 -0.034
C 2.850 -3.016 -0.174
F 3.588 -2.669 0.900
C 3.046 -4.265 -0.750
C 2.241 -4.553 -1.828
F 2.345 -5.767 -2.426
C 1.310 -3.667 -2.334
F 0.531 -4.127 -3.352
H -0.860 2.271 -4.918
H -1.600 2.277 -3.289
H 0.020 2.956 -3.525
H 1.215 0.803 -5.204
H 1.877 1.586 -3.730
H 1.731 -0.161 -3.786
H -1.921 -0.043 -3.567
H -1.003 -0.234 -5.080
H -1.208 -2.285 -3.476
H 0.336 -1.953 -4.245
H 3.765 -4.968 -0.361
O -3.915 1.902 -0.592
C -2.700 1.708 -0.614
O -2.098 0.892 -1.483
C -1.706 2.368 0.242
C -1.877 3.314 1.221
C -0.767 3.970 1.779
C 0.515 3.707 1.232
C 0.672 2.738 0.289
N -0.415 1.969 -0.124
C 1.872 2.339 -0.486
O 2.953 2.925 -0.460
O 1.592 1.310 -1.256
H -2.888 3.560 1.527
H -0.893 4.697 2.571
H 1.390 4.265 1.547
Cl -0.655 -2.345 1.203
C -1.278 -0.817 0.341
H -1.679 -0.205 1.157
H -2.133 -1.205 -0.215
Br 2.020 1.028 6.477
C 0.386 0.196 5.996
C -0.456 -0.179 7.035
C -1.645 -0.835 6.757
C -1.977 -1.124 5.444
C -1.139 -0.738 4.411
C 0.053 -0.060 4.673
I 1.144 0.578 3.034
H -0.175 0.048 8.055
H -2.306 -1.115 7.568
H -2.894 -1.652 5.213
H -1.391 -0.968 3.384

HOMO (alpha / beta) (eV): 0.555 / 0.558
Charge: -2

---

2) C24H20BrClF4IN3O4Ti | ωB97M-V/def2-TZVPD

Atoms and positions in Å:
Ti 0.026 -0.090 -0.669
C 0.742 4.555 -1.349
N -0.079 3.647 -0.583
C -0.488 4.233 0.674
C -1.214 3.157 -1.329
C -0.864 2.314 -2.547
N -0.032 1.129 -2.316
C 0.704 0.713 -3.399
C 1.767 -0.181 -3.188
F 1.955 -0.627 -1.924
C 2.603 -0.634 -4.173
F 3.599 -1.473 -3.852
C 2.439 -0.236 -5.488
C 1.380 0.604 -5.741
F 1.136 0.993 -7.011
C 0.525 1.057 -4.753
F -0.536 1.788 -5.171
H 0.175 5.445 -1.688
H 1.164 4.054 -2.218
H 1.579 4.889 -0.736
H -1.114 5.136 0.534
H 0.396 4.521 1.246
H -1.052 3.507 1.260
H -1.830 3.997 -1.714
H -1.855 2.604 -0.646
H -0.360 2.967 -3.260
H -1.817 2.035 -3.015
H 3.090 -0.586 -6.273
O -1.773 -2.599 -3.541
C -1.488 -1.910 -2.575
O -0.328 -1.577 -2.148
C -2.594 -1.335 -1.711
C -3.943 -1.633 -1.791
C -4.799 -1.052 -0.865
C -4.298 -0.194 0.108
C -2.940 0.053 0.103
N -2.139 -0.501 -0.790
C -2.167 0.936 1.052
O -2.723 1.576 1.919
O -0.898 0.942 0.775
H -4.281 -2.315 -2.558
H -5.858 -1.276 -0.894
H -4.920 0.270 0.860
Cl 2.859 1.874 -0.822
C 1.701 0.981 0.250
H 1.276 1.735 0.903
H 2.315 0.293 0.824
Br 3.293 -7.774 6.360
C 2.623 -5.865 6.664
C 2.565 -5.564 8.018
C 2.124 -4.291 8.352
C 1.774 -3.414 7.327
C 1.868 -3.814 5.996
C 2.309 -5.096 5.591
I 0.500 -2.203 0.929
H 2.847 -6.280 8.781
H 2.055 -3.990 9.393
H 1.428 -2.413 7.572
H 1.571 -3.080 5.248

HOMO (eV): -1.332
Charge: -2

---

How far above the most stable structure does each one sit? In hartree: 1) 0.0147; 2) 0.0000.

---

1) C7H11NO3 | ωB97M-V/def2-TZVPD

Atoms and positions in Å:
C 2.927 0.855 -0.986
C 2.017 0.742 0.195
C 1.676 -0.381 0.752
C 1.176 -1.534 1.083
O 0.015 -2.025 0.497
N -0.226 -1.386 -0.781
O 0.405 -1.834 -1.718
C -1.041 -0.396 -0.736
C -1.792 0.000 0.505
C -2.445 1.362 0.318
O -2.815 -0.936 0.788
H 2.464 1.495 -1.736
H 3.873 1.310 -0.692
H 3.118 -0.122 -1.420
H 1.704 1.678 0.646
H 1.552 -2.205 1.839
H -1.273 0.069 -1.681
H -1.093 0.049 1.356
H -3.170 1.314 -0.487
H -2.965 1.639 1.231
H -1.694 2.110 0.086
H -2.414 -1.804 0.942

HOMO (eV): -9.124
Structure (SMILES): CC=C=CO/[N+]([O-])=C\[C@@H](C)O

---

2) C7H11NO3 | ωB97M-V/def2-TZVPD

Atoms and positions in Å:
C 3.207 -0.985 -0.256
C 2.248 -0.760 0.840
C 0.847 -1.116 0.685
C -0.008 -0.683 -0.565
C -2.395 -1.079 -0.130
C 0.021 0.812 -0.622
C -0.335 2.697 0.673
H 4.320 -1.255 0.423
H 3.337 0.262 -0.887
H 3.068 -1.835 -1.234
H 2.249 0.326 1.021
H 2.489 -1.080 1.912
H 0.276 -0.752 1.503
H 0.680 -2.138 0.672
H 0.628 -1.294 -1.272
H -0.387 3.523 -0.217
H 0.991 2.128 1.032
H -0.745 3.247 1.850
N -1.271 -1.183 -0.484
O -3.502 -1.101 0.304
O 0.875 1.524 -1.043
O -1.064 1.307 0.094

HOMO (eV): -9.928

---

3) C7H11NO3 | ωB97M-V/def2-TZVPD

Atoms and positions in Å:
C 1.398 1.168 -0.114
C 0.270 0.385 0.506
C -0.113 0.874 1.989
C 0.076 -1.126 0.368
C 1.221 -1.794 -0.274
O 1.712 -2.792 0.162
C -0.864 -0.158 -0.403
C -0.599 -0.173 -1.890
N -2.242 -0.139 0.009
O -2.497 -0.676 1.097
O -3.063 0.307 -0.747
H 1.096 2.186 -0.242
H 2.089 0.925 -0.996
H 2.075 1.312 0.652
H 0.161 1.837 1.897
H 0.644 0.302 2.579
H -1.052 0.650 2.440
H -0.325 -1.705 1.180
H 1.652 -1.337 -1.164
H -1.453 0.457 -2.381
H -0.444 -1.046 -2.459
H 0.258 0.542 -2.211

HOMO (eV): -9.997
Structure (SMILES): CC1(C)[C@H](C=O)[C@@]1(C)[N+](=O)[O-]

---

How far above the most stable structure does each one sit? In hartree: 1) 0.0120; 2) 0.0663; 3) 0.0000.

---

1) C11H10 | ωB97M-V/def2-TZVPD

Atoms and positions in Å:
C 2.660 0.594 -2.163
C 1.341 0.420 -1.444
C 0.142 0.062 -2.038
C -0.921 -0.434 -1.298
C -0.916 -0.090 0.073
C -2.285 -0.204 0.693
C -2.623 -0.256 2.027
C -1.339 -0.453 2.751
C -0.053 -0.223 2.277
C 0.165 0.205 0.824
C 1.298 0.561 0.083
H 2.695 1.133 -2.917
H 3.383 0.697 -1.361
H 3.022 -0.435 -2.498
H 0.155 -0.286 -3.202
H -1.886 -0.409 -1.864
H -3.150 -0.382 0.021
H -3.564 -0.593 2.531
H -1.231 -0.560 3.951
H 0.740 -0.212 3.060
H 2.368 0.865 0.495

HOMO (eV): -8.156
Structure (SMILES): Cc1ccc2ccccc2c1

---

2) C11H10 | ωB97M-V/def2-TZVPD

Atoms and positions in Å:
C -1.469 -1.919 3.378
C -0.402 -1.059 3.419
C -2.087 -2.175 2.167
C 0.065 -0.552 2.190
C -1.515 -1.939 0.996
C -0.333 -1.090 1.039
C 0.273 -0.569 -0.179
C 1.304 1.614 -2.733
C 0.640 0.168 -1.093
C 2.447 1.283 -3.284
C 0.387 2.720 -2.933
H -1.809 -2.321 4.303
H -0.024 -0.677 4.348
H -2.950 -2.810 2.306
H 0.992 0.047 2.156
H -2.028 -2.002 -0.036
H 2.968 1.864 -4.031
H 2.947 0.415 -2.972
H -0.615 2.485 -3.308
H 0.821 3.264 -3.715
H 0.386 3.254 -2.018

HOMO (eV): -8.268

---

How far above the most stable structure does each one sit? In hartree: 1) 0.0000; 2) 0.1026.